[1]
Formula: C4H14NO2
Source: the Open Molecules 2025 dataset
Level of theory: wB97M-V/def2-TZVPD

Each line ends with the Löwdin charge.
CARTESIAN COORDINATES (ANGSTROEM)
O: 2.32584 -0.51093 -0.19691  -0.03
C: 1.55150 0.43631 -0.88783  -0.21
C: 0.46648 0.92164 0.06209  -0.29
N: -0.65062 -0.08922 0.10979  0.02
C: -1.93776 0.36332 0.69363  0.02
C: 0.98067 1.13900 1.48164  -0.02
H: 2.88704 -0.99778 -0.80843  0.11
H: 1.09242 0.00077 -1.78877  0.13
H: 2.11020 1.32310 -1.19095  0.14
H: 0.03950 1.85730 -0.27701  0.15
H: -0.84994 -0.55912 -0.79375  0.13
H: -0.30546 -0.88339 0.65669  0.17
H: -2.59978 -0.49428 0.75109  0.11
H: -2.36523 1.10933 0.03579  0.11
H: -1.80070 0.83909 1.65485  0.10
H: 1.87984 1.75553 1.46009  0.11
H: 0.25134 1.65161 2.09356  0.08
H: 1.32044 0.20996 1.93381  0.09
H: -1.41006 -2.40302 -2.40025  0.07
H: -1.70982 -3.23893 -1.14384  0.07
O: -1.27591 -2.43033 -1.44529  -0.04

ΔE to the lowest compared entry with this formula, charge and spin, kcal/mol: 17.4
Charge: +1
Calculated total energy, eV: -9954.004
F_max, eV/A: 0.82
Kohn-Sham gap, Ha: 0.428


[2]
Formula: C46H89N9O15P2S2
Source: the Open Molecules 2025 dataset
Level of theory: wB97M-V/def2-TZVPD

Each line ends with the Löwdin charge.
CARTESIAN COORDINATES (ANGSTROEM)
C: 6.43635 -2.06909 1.22293  -0.10
C: 5.55456 -0.80981 1.29903  -0.24
C: 4.62316 -0.62014 0.08760  -0.18
C: 3.26510 -0.08840 0.58540  -0.21
N: 2.56958 0.75811 -0.41627  -0.17
C: 1.74378 -0.04168 -1.35473  -0.18
C: 2.50880 -0.83786 -2.41820  -0.13
C: 2.58294 -2.32955 -2.02007  -0.16
C: 2.00708 -3.29518 -3.05638  -0.10
N: 1.40340 -4.45530 -2.38691  0.03
C: 2.11390 -5.09354 -1.33489  -0.35
O: 3.00872 -5.85958 -1.46902  0.17
C: 1.42874 -4.63565 -0.07415  -0.05
C: 1.87986 -4.59433 1.23927  -0.15
C: 3.26936 -5.10658 1.55312  -0.13
P: 3.68040 -5.38578 3.28345  0.40
O: 4.15086 -4.15322 3.93889  -0.28
O: 2.46348 -6.04126 4.07766  -0.11
O: 4.80502 -6.50411 3.19448  -0.11
C: 1.01163 -4.00372 2.17141  -0.01
C: -0.24032 -3.48765 1.81791  -0.22
P: -1.26993 -2.68762 3.13140  0.89
O: -1.64256 -1.29012 2.37029  -0.28
O: -0.06074 -2.15689 4.09877  -0.28
C: -0.68804 -3.55266 0.48267  -0.10
C: -1.97900 -2.95387 -0.02798  -0.17
O: -3.12380 -3.10729 0.77649  -0.17
C: -3.67075 -4.43931 0.73473  -0.20
C: -3.89068 -4.96508 2.14066  -0.22
C: -4.74563 -3.97677 2.93861  -0.10
C: 0.18195 -4.13651 -0.43873  -0.02
C: 0.07329 -4.30670 -1.93574  -0.34
O: -0.88869 -4.36226 -2.62881  0.15
C: 1.62716 1.60503 0.21823  -1.06
S: 0.69665 1.20389 1.48415  0.75
S: 1.47122 3.24796 -0.48973  0.86
C: 0.06015 3.12970 -1.63783  -0.48
C: -1.23486 2.54893 -1.05574  -0.30
C: -2.50586 3.23973 -1.61943  -0.09
H: 6.36061 -2.52807 0.23691  0.06
H: 6.12314 -2.81700 1.94731  0.06
H: 7.47720 -1.83686 1.40434  0.04
H: 4.93813 -0.92516 2.18887  0.10
H: 6.17925 0.06471 1.45619  0.08
H: 5.05183 0.06687 -0.63476  0.12
H: 4.47001 -1.61388 -0.32010  0.07
H: 3.48461 0.54965 1.43195  0.10
H: 2.66105 -0.94716 0.88430  0.10
H: 1.07291 -0.67014 -0.75456  0.11
H: 1.10960 0.66262 -1.88750  0.08
H: 3.51297 -0.44214 -2.51672  0.11
H: 1.94110 -0.73058 -3.33494  0.08
H: 3.61870 -2.61547 -1.85099  0.11
H: 2.06994 -2.41931 -1.06803  0.09
H: 2.76749 -3.63216 -3.75327  0.13
H: 1.22161 -2.80750 -3.62859  0.12
H: 3.97772 -4.33893 1.24161  0.11
H: 3.48985 -5.97872 0.94396  0.10
H: 2.17269 -5.37314 4.71473  0.09
H: 5.33632 -6.42463 4.00020  0.09
H: 1.31902 -3.91185 3.19958  0.08
H: -2.57483 -1.32142 2.11816  0.05
H: 0.50794 -1.55182 3.59380  0.06
H: -2.17799 -3.40155 -0.99543  0.09
H: -1.81105 -1.89409 -0.21609  0.14
H: -4.63624 -4.39592 0.23340  0.10
H: -3.04153 -5.09492 0.13403  0.13
H: -2.92262 -5.15883 2.59783  0.08
H: -4.42340 -5.91105 2.06690  0.11
H: -4.22051 -3.51585 3.76965  0.05
H: -5.13155 -3.17163 2.32384  0.05
H: -5.62129 -4.47465 3.34597  0.07
H: 0.35868 2.49603 -2.46483  0.03
H: -0.13075 4.13380 -2.00254  0.07
H: -1.27162 2.60912 0.02552  0.06
H: -1.29293 1.50407 -1.34946  0.09
H: -3.04934 3.71277 -0.80441  0.06
H: -3.17646 2.50622 -2.05663  0.05
H: -2.25621 4.02378 -2.32905  0.06
C: 1.62973 7.38591 1.98289  -0.06
N: 2.33911 6.12290 1.85305  0.01
C: 3.67421 5.89856 1.87433  -0.56
C: 4.57713 7.09930 2.04979  -0.01
O: 4.12115 4.76668 1.75799  0.01
H: 0.96492 7.33884 2.84439  0.06
H: 1.03048 7.55566 1.08571  0.08
H: 2.31920 8.21264 2.11195  0.07
H: 1.79564 5.28151 1.72923  0.10
H: 5.60730 6.75666 2.04701  0.07
H: 4.44024 7.80851 1.23282  0.08
H: 4.37423 7.59949 2.99740  0.08
C: -3.74249 -2.79932 -4.05750  -0.07
N: -3.88345 -3.94526 -3.17765  0.02
C: -4.99959 -4.66130 -2.89434  -0.55
C: -6.28625 -4.25013 -3.57517  -0.01
O: -4.95334 -5.60401 -2.11814  0.02
H: -3.02987 -3.02817 -4.85176  0.09
H: -3.36645 -1.93916 -3.50255  0.07
H: -4.69553 -2.53680 -4.50636  0.07
H: -3.05310 -4.28192 -2.70991  0.09
H: -7.07682 -4.91753 -3.24595  0.08
H: -6.55514 -3.22681 -3.30789  0.07
H: -6.19097 -4.32540 -4.65892  0.08
C: -8.09458 0.30550 -0.19044  -0.08
N: -7.90279 -0.44421 1.03517  0.01
C: -7.59673 -1.76400 1.17843  -0.54
C: -7.42521 -2.58036 -0.08321  -0.01
O: -7.46112 -2.25486 2.28461  0.04
H: -7.37514 1.12536 -0.24411  0.08
H: -9.10037 0.72895 -0.21731  0.08
H: -7.96172 -0.33343 -1.05682  0.06
H: -8.00023 0.04180 1.91240  0.14
H: -7.18196 -3.60065 0.19760  0.08
H: -8.34594 -2.58708 -0.66857  0.09
H: -6.61127 -2.18223 -0.69228  0.08
C: 8.62622 3.37510 2.93017  -0.07
N: 8.45998 1.98664 2.54467  0.01
C: 8.54629 0.87707 3.32431  -0.54
C: 8.85801 1.07697 4.78883  -0.01
O: 8.36678 -0.23150 2.84682  0.03
H: 7.71154 3.93113 2.71771  0.08
H: 9.44375 3.82422 2.36316  0.08
H: 8.84812 3.45731 3.98839  0.07
H: 8.24646 1.78367 1.58094  0.14
H: 8.88679 0.10358 5.26788  0.08
H: 9.82736 1.56065 4.91507  0.08
H: 8.08767 1.68221 5.26789  0.08
C: 1.32653 2.00094 -7.66320  -0.07
N: 1.53800 1.84894 -6.23656  0.02
C: 0.66586 1.39444 -5.30266  -0.51
C: -0.71593 0.98222 -5.75054  0.00
O: 0.99653 1.32296 -4.12730  0.02
H: 2.04608 1.39296 -8.21375  0.08
H: 1.46548 3.04418 -7.95153  0.08
H: 0.32435 1.69175 -7.93847  0.07
H: 2.43651 2.10490 -5.85719  0.14
H: -1.27747 0.64540 -4.88786  0.06
H: -1.24175 1.82761 -6.19839  0.08
H: -0.66143 0.16455 -6.47155  0.09
C: -6.02283 1.95138 -6.50847  -0.07
N: -4.83670 1.29416 -5.98995  0.01
C: -4.61836 0.81444 -4.73851  -0.54
C: -5.73256 0.96493 -3.72955  -0.01
O: -3.55681 0.28305 -4.45124  0.01
H: -6.42702 1.38284 -7.34727  0.08
H: -5.77016 2.95252 -6.86057  0.08
H: -6.78490 2.03293 -5.74170  0.07
H: -4.05607 1.16016 -6.61296  0.14
H: -5.40240 0.53514 -2.78851  0.08
H: -5.97062 2.01719 -3.57046  0.09
H: -6.62847 0.43892 -4.06227  0.08
C: 0.33060 6.78855 8.23290  -0.08
N: 0.48837 7.55679 7.01193  0.01
C: -0.19909 7.43742 5.84710  -0.55
C: -1.27444 6.37899 5.77863  -0.01
O: 0.05426 8.16408 4.89834  0.02
H: 0.07380 7.45217 9.06019  0.08
H: 1.26457 6.27984 8.47632  0.08
H: -0.45249 6.04687 8.12365  0.07
H: 1.19017 8.27950 6.99094  0.14
H: -1.72497 6.41104 4.79180  0.08
H: -0.85104 5.38695 5.93901  0.09
H: -2.04809 6.56546 6.52416  0.08

SMILES string: CCCCN(CCCCN1C(=O)c2c(CP(=O)(O)O)cc(P(O)O)c(COCCC)c2C1=O)C(=S)SCCC.CNC(C)=O.CNC(C)=O.CNC(C)=O.CNC(C)=O.CNC(C)=O.CNC(C)=O.CNC(C)=O
ΔE to the lowest compared entry with this formula, charge and spin, kcal/mol: 0.0
Charge: 0
Calculated total energy, eV: -133522.662
F_max, eV/A: 1.88
Kohn-Sham gap, Ha: 0.281


[3]
Formula: C23H82ClN26O27
Source: the Open Molecules 2025 dataset
Level of theory: wB97M-V/def2-TZVPD

Each line ends with the Löwdin charge.
CARTESIAN COORDINATES (ANGSTROEM)
Cl: 14.80589 15.29338 13.21308  0.64
O: 14.74012 16.00970 11.97227  -0.34
O: 14.83623 13.89500 13.02337  -0.33
O: 16.01890 15.74586 13.88085  -0.37
O: 13.63418 15.60694 13.98661  -0.32
C: 20.26661 11.69847 15.69346  -0.74
O: 21.42238 11.87423 16.11893  -0.03
N: 20.11481 10.91671 14.62440  0.17
N: 19.27550 12.36590 16.24661  0.20
H: 20.88216 10.30907 14.39893  0.11
H: 19.22065 10.70439 14.22227  0.06
H: 19.61519 12.78661 17.09126  0.12
H: 18.34325 12.55275 15.94751  0.07
C: 14.53612 8.98178 12.96962  -0.70
O: 14.94548 8.33374 12.02891  0.01
N: 14.76647 10.31422 12.90350  0.18
N: 13.87264 8.27038 13.89826  0.16
H: 15.75707 10.46495 12.72444  0.07
H: 14.55002 10.86579 13.72709  0.08
H: 14.15318 7.32341 13.68532  0.11
H: 13.92051 8.52670 14.86685  0.10
C: 10.71559 11.92255 10.60861  -0.75
O: 10.53588 11.81125 11.81913  0.00
N: 10.89985 13.12218 10.07534  0.20
N: 10.54131 10.89809 9.84208  0.18
H: 11.08637 13.33341 9.10104  0.11
H: 10.97677 13.83698 10.79086  0.07
H: 11.27048 10.86545 9.14280  0.07
H: 10.68684 10.08418 10.44688  0.13
C: 14.42621 13.94856 8.31174  -0.78
O: 13.51436 13.76495 7.51765  0.00
N: 15.62008 14.17209 7.80516  0.19
N: 14.29782 13.90984 9.58807  0.22
H: 16.48961 14.22461 8.28895  0.10
H: 15.58600 14.19275 6.80959  0.11
H: 14.93448 14.45202 10.14251  0.07
H: 13.36488 13.88797 9.95215  0.09
C: 11.66206 11.10658 15.18926  -0.80
O: 11.95444 10.65559 16.31234  -0.04
N: 11.68919 12.38002 15.00764  0.21
N: 11.44001 10.23131 14.29990  0.20
H: 11.08330 12.72541 14.27382  0.08
H: 11.46306 12.75101 15.91542  0.10
H: 10.91594 10.43958 13.48283  0.08
H: 11.49515 9.30587 14.70677  0.12
C: 17.92190 11.90290 11.91785  -0.71
O: 17.66243 11.47758 13.05695  -0.03
N: 17.05342 12.65507 11.29386  0.21
N: 19.08066 11.51529 11.42542  0.19
H: 17.34535 13.32214 10.60158  0.09
H: 16.40414 13.03656 11.98024  0.07
H: 19.67505 11.11185 12.13287  0.09
H: 19.51469 12.12484 10.75063  0.11
C: 17.64472 17.26624 9.74553  -0.80
O: 18.70647 17.46250 9.18590  0.02
N: 17.63492 16.30789 10.66544  0.17
N: 16.57446 17.87954 9.43229  0.20
H: 18.60978 16.04778 10.83671  0.07
H: 17.05637 16.37151 11.49169  0.06
H: 16.59520 18.43338 8.58761  0.13
H: 15.71158 17.61782 9.85121  0.09
C: 18.05815 17.36337 16.82132  -0.74
O: 18.77131 16.36568 16.71338  -0.01
N: 18.52197 18.07811 17.88620  0.16
N: 17.05764 17.64498 16.12477  0.24
H: 19.20876 17.50405 18.32708  0.10
H: 18.04361 18.75331 18.45661  0.10
H: 16.88484 18.61475 15.92016  0.12
H: 16.80984 16.98731 15.40204  0.08
C: 16.07616 13.15764 16.69983  -0.79
O: 16.32338 12.66059 17.79702  0.00
N: 15.00612 12.70028 16.05502  0.20
N: 16.85840 14.06590 16.25609  0.18
H: 14.71124 12.84784 15.09718  0.07
H: 14.49947 12.03682 16.62225  0.11
H: 16.76686 14.48543 15.35398  0.07
H: 17.44488 14.45643 16.97014  0.10
C: 19.94836 15.01468 13.09079  -0.79
O: 20.02129 15.20053 11.88059  -0.02
N: 20.91343 14.39047 13.65219  0.22
N: 18.96899 15.56496 13.68669  0.22
H: 21.37353 13.87766 12.91419  0.12
H: 20.88225 13.89364 14.51736  0.09
H: 18.67822 16.41310 13.22719  0.10
H: 18.77964 15.49025 14.66830  0.07
C: 10.98658 18.34632 17.02365  -0.75
O: 9.97545 19.03640 16.87275  0.02
N: 11.70578 17.82340 16.09117  0.18
N: 11.42201 18.07426 18.25508  0.16
H: 12.44853 17.17333 16.31450  0.09
H: 11.28408 17.70955 15.17085  0.09
H: 12.06899 17.30106 18.30347  0.05
H: 10.76900 18.17244 19.01013  0.11
C: 13.59898 9.96669 8.56226  -0.79
O: 13.67593 8.80060 8.19582  0.00
N: 13.99324 10.28504 9.75396  0.22
N: 13.01069 10.72717 7.66451  0.16
H: 14.30619 9.59197 10.42522  0.08
H: 14.06157 11.24658 10.01764  0.08
H: 13.18670 10.05162 6.91666  0.12
H: 13.29400 11.65543 7.38684  0.07
C: 9.01341 14.55081 16.72508  -0.74
O: 8.78664 14.03731 15.64787  0.03
N: 8.01701 14.54097 17.60565  0.16
N: 10.20482 15.04197 17.04026  0.20
H: 8.09795 15.27974 18.28173  0.09
H: 7.16603 14.65961 17.06697  0.12
H: 10.39994 15.45608 17.94003  0.10
H: 10.95256 14.92693 16.37997  0.09
C: 14.34055 19.94851 13.81851  -0.22
C: 14.30550 20.90093 14.96830  -0.25
O: 13.14988 21.75943 14.96601  -0.06
O: 13.09707 19.23065 13.84129  -0.10
H: 15.14182 19.21703 13.96472  0.11
H: 14.44217 20.37195 12.81054  0.13
H: 15.17881 21.55212 14.99702  0.10
H: 14.33332 20.43230 15.95826  0.11
H: 12.40889 21.20728 14.69838  0.07
H: 12.87196 18.89172 14.72566  0.05
C: 9.58175 16.24600 13.16474  -0.15
C: 10.44041 14.93080 13.06650  -0.24
O: 11.43171 15.12944 12.11694  -0.08
O: 10.45550 17.32555 13.51835  -0.09
H: 8.91523 16.17317 14.00675  0.10
H: 9.03899 16.47839 12.24281  0.12
H: 9.89399 14.02555 12.78617  0.10
H: 10.82322 14.63738 14.03330  0.07
H: 12.32124 15.11152 12.46470  0.04
H: 10.62454 17.86174 12.74448  0.08
C: 11.66603 17.61778 9.08663  -0.22
C: 12.46464 18.57234 10.09849  -0.19
O: 11.58764 19.70666 10.27403  -0.08
O: 11.58594 18.21560 7.80952  -0.06
H: 10.64256 17.49004 9.42441  0.11
H: 12.13903 16.63950 9.03833  0.10
H: 13.36419 18.90520 9.57402  0.10
H: 12.63642 18.07552 11.04419  0.09
H: 11.72521 20.19082 11.09462  0.07
H: 12.44748 18.09911 7.39216  0.08
C: 18.64814 21.60642 13.24236  -0.21
C: 18.95939 20.47666 14.29440  -0.23
O: 18.83887 19.19337 13.70792  -0.06
O: 17.21835 21.56742 13.06184  -0.09
H: 19.18920 21.61432 12.29037  0.12
H: 18.85069 22.53433 13.77483  0.11
H: 18.15562 20.63537 15.00833  0.10
H: 19.92166 20.73414 14.76531  0.12
H: 19.36791 19.24549 12.90421  0.09
H: 16.94214 22.17573 12.37907  0.08
C: 15.40087 16.39516 19.24743  -0.22
C: 14.59118 16.32720 17.96196  -0.26
O: 13.29648 15.76997 18.02733  -0.09
O: 14.90765 17.39550 20.13421  -0.05
H: 16.39629 16.58206 18.84607  0.10
H: 15.46612 15.38480 19.68451  0.13
H: 15.19205 15.74858 17.24253  0.10
H: 14.49955 17.26446 17.38796  0.12
H: 13.52640 14.89387 17.69465  0.09
H: 13.95953 17.24552 20.25830  0.08

Charge: -1
Calculated total energy, eV: -131732.890
F_max, eV/A: 7.51
Kohn-Sham gap, Ha: 0.334


[4]
Formula: C4H9NO
Source: the Open Molecules 2025 dataset
Level of theory: wB97M-V/def2-TZVPD

Each line ends with the Löwdin charge.
CARTESIAN COORDINATES (ANGSTROEM)
C: 0.52562 0.49069 1.45681  -0.08
C: -0.28303 -0.57204 0.70517  -0.23
C: -0.96671 -0.15409 -0.60835  -0.27
N: -0.76123 1.19663 -1.08706  0.04
C: 0.25731 -1.03150 -0.60544  -0.35
O: 1.45754 -0.52004 -1.02707  0.00
H: 0.81244 1.30552 0.77969  0.07
H: -0.04804 0.97998 2.25225  0.07
H: 1.45293 0.08228 1.91960  0.08
H: -0.76190 -1.37364 1.29111  0.13
H: -1.92973 -0.61042 -0.80037  0.13
H: -1.63005 1.71158 -1.08959  0.07
H: -0.30317 1.23688 -2.02119  0.10
H: 0.06198 -2.09305 -0.82449  0.14
H: 2.11602 -0.64879 -0.34107  0.10

SMILES string: C[C@H]1[C@@H](N)[C@H]1O
ΔE to the lowest compared entry with this formula, charge and spin, kcal/mol: 48.2
Charge: 0
Calculated total energy, eV: -7830.232
F_max, eV/A: 1.58
Kohn-Sham gap, Ha: 0.355